1.
This record from the Open Molecules 2025 dataset describes the molecule C3H6F3O4PS in a non-equilibrium geometry. The level of theory is ωB97M-V/def2-TZVPD.

Values from the calculation:
⟨S²⟩   2.009
Spin multiplicity   3
DFT total energy   -1457.72333 hartree
Maximum force   8.37 eV Å⁻¹
LUMO (alpha / beta)   0.6 / -4.9 eV
Relative energy (zero: lowest compared OMol25 entry of this formula, charge and spin)   0.0 kJ/mol
E_HOMO (alpha / beta)   -0.1485 / -0.4264 Ha
Frontier orbital gap (alpha / beta)   4.7 / 6.7 eV

Atoms and positions in Å:
C -0.69963 0.28527 0.86525
C 1.27648 -1.06128 -0.87477
C 4.31761 0.92968 0.07753
O 1.59137 1.62746 -0.24607
O 2.94915 -1.08484 1.28685
O 4.72103 -1.67806 -0.41063
O 2.60512 -0.92008 -1.14880
F 4.19183 1.52264 -1.06643
F 5.62596 0.76590 0.29654
F 3.82452 1.63097 1.07142
P 0.56720 0.61814 -0.47804
S 3.60857 -0.88322 0.04544
H -0.43210 -0.22193 1.82023
H -1.37449 1.08574 1.15866
H -1.34213 -0.64115 0.53673
H 1.06897 -1.81449 -0.01993
H 0.74530 -1.43466 -1.77272
H -0.22280 0.95759 -1.64604

2.
This record from the Open Molecules 2025 dataset describes the molecule C3H6N2S2 in a non-equilibrium geometry. The level of theory is ωB97M-V/def2-TZVPD.

Values from the calculation:
Structure (SMILES)   [H]/N=C1\SCCN1S
DFT total energy   -1023.67048 hartree
Maximum force   4.87 eV Å⁻¹
LUMO   0.5 eV
Relative energy (zero: lowest compared OMol25 entry of this formula, charge and spin)   347.7 kJ/mol
E_HOMO   -0.3379 Ha
Frontier orbital gap   9.7 eV

Atoms and positions in Å:
C -0.32891 -1.14614 -0.15470
C 1.28762 -0.95223 -0.16604
C 0.13663 1.26867 -0.12821
H -2.49407 0.26434 1.40761
H -0.26939 -1.22805 0.90522
H -0.64650 -2.07941 -0.76886
H 1.46717 -1.58177 0.80873
H 1.94625 -1.47239 -1.07557
H 0.59544 3.08055 0.11010
N -0.77051 0.12700 -0.40721
N -0.33384 2.48693 -0.22916
S -2.44979 0.40719 -0.18776
S 1.85990 0.82532 -0.11417

3.
This record from the Open Molecules 2025 dataset describes a cluster of 2 separate species, C4H6N2O in total. The level of theory is ωB97M-V/def2-TZVPD.

Values from the calculation:
DFT total energy   -340.55283 hartree
Maximum force   0.58 eV Å⁻¹
LUMO   0.2 eV
Relative energy (zero: lowest compared OMol25 entry of this formula, charge and spin)   635.6 kJ/mol
E_HOMO   -0.3331 Ha
Frontier orbital gap   9.3 eV

Atoms and positions in Å:
C 0.68849 1.65950 0.57989
O 0.97766 1.62091 -0.83038
C 1.15516 0.43290 -1.35793
N 1.26613 -0.67799 -0.86060
N 1.09637 -1.90403 -0.68476
C -1.81586 -1.31143 0.02241
C -2.71684 -0.61242 0.40993
H 0.55615 2.71227 0.83080
H -0.22471 1.09213 0.78538
H 1.53310 1.24014 1.13672
H 2.00308 -2.32840 -0.46609
H -0.98698 -1.91523 -0.30778
H -3.53175 -0.00834 0.74241

4.
This record from the Open Molecules 2025 dataset describes a cluster of 2 separate species, C3H5ClO2 in total in a non-equilibrium geometry. The level of theory is ωB97M-V/def2-TZVPD.

Values from the calculation:
DFT total energy   -727.90763 hartree
Maximum force   3.96 eV Å⁻¹
LUMO   0.7 eV
Relative energy (zero: lowest compared OMol25 entry of this formula, charge and spin)   237.0 kJ/mol
E_HOMO   -0.3247 Ha
Frontier orbital gap   9.5 eV

Atoms and positions in Å:
C -0.21238 0.73866 1.67525
C -0.17889 -1.28839 -1.01786
C 0.22154 0.92624 -0.37242
O -1.02375 0.00927 2.12088
O -0.55232 0.07503 -1.06950
Cl 0.81245 1.78327 2.57777
H -0.76195 -1.79850 -1.78397
H -0.41004 -1.71244 -0.03668
H 0.88881 -1.41291 -1.21990
H 1.28777 0.72693 -0.33882
H -0.07125 1.95285 -0.53475

5.
This record from the Open Molecules 2025 dataset describes the molecule CH2O3S in a non-equilibrium geometry. The level of theory is ωB97M-V/def2-TZVPD.

Values from the calculation:
DFT total energy   -663.08208 hartree
Maximum force   3.28 eV Å⁻¹
LUMO (alpha / beta)   -1.1 / -1.1 eV
Relative energy (zero: lowest compared OMol25 entry of this formula, charge and spin)   238.4 kJ/mol
E_HOMO (alpha / beta)   -0.3228 / -0.3228 Ha
Frontier orbital gap (alpha / beta)   7.7 / 7.7 eV

Atoms and positions in Å:
C 1.59868 0.41512 -0.21651
O -0.57788 -0.40043 1.46231
O 2.62508 -0.12500 -0.12941
O -1.99695 -0.59188 -0.64870
S -0.29945 -0.73941 0.07076
H 1.37265 1.54023 -0.45156
H -2.72213 -0.09862 -0.08689

6.
This record from the Open Molecules 2025 dataset describes the ion C5H9N4 with charge +1 in a non-equilibrium geometry. The level of theory is ωB97M-V/def2-TZVPD.

Values from the calculation:
Structure (SMILES)   [H]/N=C/[C@@H]1[NH+]=CN[C@H]1N=C
DFT total energy   -414.62334 hartree
Maximum force   5.47 eV Å⁻¹
Charge   +1
LUMO   -3.4 eV
Relative energy (zero: lowest compared OMol25 entry of this formula, charge and spin)   290.0 kJ/mol
E_HOMO   -0.5148 Ha
Frontier orbital gap   10.6 eV

Atoms and positions in Å:
C -0.57466 2.05563 -0.15440
C 2.61891 -1.16355 0.19410
C -1.50528 -1.27168 0.02206
C -0.42019 -0.11858 0.53982
C 0.70862 0.12178 -0.48140
N -2.67142 -0.87605 -0.22743
N 2.12407 -0.04932 -0.12934
N 0.50233 1.56275 -0.74335
N -1.13079 1.14646 0.57733
H -1.08558 3.02762 -0.15945
H 3.74369 -0.95519 0.23191
H 2.28113 -2.16879 0.24055
H -1.12827 -2.30787 -0.03269
H -0.00774 -0.39714 1.61895
H 0.46876 -0.28748 -1.41255
H -3.29887 -1.53775 -0.40461
H 1.32091 2.15563 -0.83131
H -1.94561 1.06352 1.15182

7.
This record from the Open Molecules 2025 dataset describes the molecule C20H25NO7S. The level of theory is ωB97M-V/def2-TZVPD.

Values from the calculation:
Structure (SMILES)   CCOC(=O)CN(Cc1ccc(OC)c(OC)c1)S(=O)(=O)c1ccc(OC)cc1
DFT total energy   -1756.69766 hartree
Maximum force   0.94 eV Å⁻¹
LUMO   0.7 eV
Relative energy (zero: lowest compared OMol25 entry of this formula, charge and spin)   360.9 kJ/mol
E_HOMO   -0.2996 Ha
Frontier orbital gap   8.8 eV

Atoms and positions in Å:
C 1.47988 3.88051 0.62978
C 1.08227 3.68704 -0.82595
H 1.74426 4.24116 -1.49382
H 0.04430 3.99804 -0.98264
O 1.22151 2.31864 -1.22373
C 0.23613 1.48449 -0.90164
O -0.77283 1.81074 -0.33002
C 0.56669 0.07342 -1.35711
N -0.13571 -0.95774 -0.64610
S -1.55684 -1.50507 -1.33296
O -1.88703 -2.72488 -0.65542
O -1.32342 -1.54576 -2.74974
C -2.80377 -0.28044 -0.98006
C -3.07256 0.69738 -1.91337
C -3.98303 1.69821 -1.62497
C -4.61903 1.71631 -0.38504
C -4.34536 0.70845 0.54574
C -3.43927 -0.28575 0.24851
H -3.22540 -1.07749 0.94823
H -4.85618 0.73750 1.49492
O -5.51690 2.65123 0.01018
C -5.83023 3.70761 -0.86770
H -6.54751 4.32907 -0.33402
H -4.94482 4.30324 -1.10977
H -6.28772 3.34019 -1.79146
H -4.18301 2.45663 -2.36481
H -2.56941 0.66065 -2.86668
C -0.09858 -0.93343 0.80492
C 1.32463 -0.89151 1.28669
C 1.80484 0.15694 2.05028
C 3.13176 0.17201 2.43442
C 4.01765 -0.83519 2.06386
C 3.53580 -1.89923 1.27438
C 2.19701 -1.90506 0.90973
H 1.79781 -2.70123 0.30292
O 4.41387 -2.88188 0.89183
C 3.92991 -3.95723 0.12426
H 3.53805 -3.62187 -0.84097
H 3.15548 -4.51745 0.65686
H 4.79196 -4.60221 -0.04143
O 5.28934 -0.64669 2.51630
C 6.27830 -1.64171 2.37477
H 6.53367 -1.81521 1.32768
H 7.14891 -1.25014 2.90124
H 5.97097 -2.58431 2.83226
H 3.52540 0.97568 3.03641
H 1.14621 0.95600 2.35420
H -0.58992 -1.85812 1.11692
H -0.65877 -0.07750 1.20348
H 0.28696 -0.03919 -2.40882
H 1.64816 -0.07326 -1.26784
H 1.46794 4.93879 0.87406
H 2.47763 3.48405 0.80095
H 0.77838 3.36149 1.27756

8.
This record from the Open Molecules 2025 dataset describes a structure of composition C20H14AuBr4N2O7S. The level of theory is ωB97M-V/def2-TZVPD.

Values from the calculation:
⟨S²⟩   0.771
Spin multiplicity   2
DFT total energy   -12236.67672 hartree
Maximum force   0.39 eV Å⁻¹
Charge   -2
LUMO (alpha / beta)   3.6 / 3.1 eV
Relative energy (zero: lowest compared OMol25 entry of this formula, charge and spin)   18.5 kJ/mol
E_HOMO (alpha / beta)   -0.0896 / -0.0909 Ha
Frontier orbital gap (alpha / beta)   6.0 / 5.5 eV

Atoms and positions in Å:
Au -1.05208 0.37520 1.44629
Br 2.91640 4.57971 -3.34228
C 2.26145 3.59602 -1.86391
C 3.04882 2.54598 -1.31038
Br 4.75703 2.18131 -2.02948
C 2.56293 1.79171 -0.26807
Br 3.54514 0.37498 0.48908
C 1.26267 1.99614 0.29809
O 0.84503 1.24165 1.21284
C 0.47947 3.16559 -0.19368
O -0.55476 3.52489 0.35571
C 1.03448 3.88069 -1.33361
Br -0.04879 5.27785 -1.98668
C 0.74567 1.08156 -3.87341
C -0.36393 0.67592 -2.93822
C -0.40282 -0.60366 -2.39399
C -1.41936 -0.97794 -1.52826
C -2.39855 -0.06060 -1.18752
C -2.37714 1.22255 -1.71510
C -1.36508 1.58197 -2.59156
S -3.66786 -0.52496 -0.02518
O -4.14104 -1.85251 -0.38911
O -4.67215 0.52258 -0.11138
N -2.88433 -0.54707 1.35975
C -3.57679 -1.24587 2.44933
C -2.76336 -1.44202 3.74654
O -3.43887 -1.79988 4.73266
O -1.51651 -1.27443 3.69407
H 1.40726 0.23990 -4.08128
H 1.35077 1.88349 -3.44501
H 0.34900 1.44913 -4.82303
H 0.38894 -1.31087 -2.60901
H -1.42328 -1.96552 -1.08919
H -3.14140 1.92718 -1.41668
H -1.33898 2.58971 -2.99363
H -3.86235 -2.25135 2.11966
H -4.49901 -0.72876 2.72723
O 1.12049 -2.74905 -0.38879
N 1.53191 -2.68586 0.82376
C 2.84185 -2.91696 1.08932
C 3.33880 -2.83223 2.36954
C 2.49539 -2.49847 3.41761
C 1.15676 -2.27533 3.14348
C 0.69499 -2.39216 1.84471
H 3.42842 -3.14282 0.21280
H 4.39455 -3.01427 2.52558
H 2.87868 -2.40384 4.42511
H 0.41091 -1.97550 3.87198
H -0.33935 -2.23381 1.57329